Here is 13 unconnected molecules or ions with the total composition C76H170F30N7P6 from the OMol25 dataset. Energies are from ωB97M-V with the def2-TZVPD basis set.

Summary:
LUMO: -5.023 eV
frontier orbital gap: 0.29833 hartree
maximum force: 3.49 eV/Å
relative energy (zero: lowest compared OMol25 entry of this formula, charge and spin): 127.44 kJ/mol
total charge: +3

Structure (XYZ):
```
289
Properties=species:S:1:pos:R:3:mulliken_charge:R:1
F 0.9416 2.4143 5.5914 -0.38
C 4.7519 -4.0137 3.6183 -0.45
H -6.3959 -10.8806 6.5706 0.36
H -3.8386 -3.4207 3.7456 0.40
H 6.1469 3.3403 8.4249 0.41
F -3.5266 2.4805 -9.5244 -0.36
H 7.8116 -1.5540 1.6307 0.43
H -10.4732 4.3034 -8.1388 0.37
N 6.8750 5.7791 6.1486 0.22
H -9.5394 5.9283 -10.0524 0.35
H 2.3328 -4.4906 -7.9771 0.41
H 6.7750 5.3540 -3.7327 0.38
H -7.3775 4.0188 -8.8325 0.67
H 5.2573 7.2052 1.7611 0.37
H -0.9939 -2.3659 -2.5122 0.30
H 3.2099 -9.3775 -7.6356 0.31
F -6.8554 -0.4076 -1.3653 -0.37
F 1.9194 -7.0469 0.5803 -0.38
H -2.6825 0.2043 -2.5012 0.40
H -1.4129 -0.2135 -3.6957 0.41
P -7.6865 -5.0485 4.0731 1.12
H -10.8485 4.7516 -10.4850 0.36
C -6.7868 -7.5814 5.3302 -0.59
C 5.0097 7.0850 2.8158 -0.80
H -3.2338 8.5834 4.9351 0.29
C 6.2915 4.3709 6.4481 -0.65
H -1.5263 -0.0457 0.3916 0.28
H -6.1905 -6.9841 6.0200 0.41
H 3.3700 5.7340 2.4575 0.31
H 4.9120 6.4648 5.5659 0.58
H -0.7233 -5.1413 -6.5864 0.33
C -7.1337 -6.7958 0.2188 -0.84
C 6.1273 -4.2665 4.2901 -0.74
C -6.5017 4.8855 -4.9305 -0.40
H 4.9358 3.8533 -2.7399 0.41
H -8.3001 -0.8373 6.7939 0.34
H 0.2472 -3.5495 -9.0325 0.44
N 6.4090 -2.9423 2.2510 0.32
C -6.4764 4.3550 -6.3686 -0.67
H -2.6062 7.3043 2.9766 0.38
C -8.7896 4.9609 -5.8817 -0.71
H 4.3432 -4.9663 3.2811 0.33
H 4.6302 5.2174 -1.6055 0.32
H 8.2177 5.5639 4.6062 0.37
H -5.8751 -6.7654 1.9201 0.35
F -0.0777 -6.6548 -0.4799 -0.39
H 8.8100 2.5418 -3.2843 0.36
C 9.7911 -4.9883 -0.9618 -1.29
H 6.1350 -4.2617 5.3800 0.41
H -9.7396 4.4459 -5.7391 0.41
H 4.4650 -5.6633 -7.2826 0.35
H 10.1232 -5.6083 -1.7945 0.40
H -5.2583 5.0746 4.4707 0.29
H 2.6318 -7.7859 -9.5988 0.41
C -2.6323 6.3063 3.4141 -0.62
H -6.7984 -5.8991 -0.3024 0.37
F 4.3210 -1.8487 -5.0636 -0.36
H -1.9295 1.8233 -0.8773 0.43
H -8.6220 -5.1453 1.8987 0.56
H 6.3457 -0.8278 2.2969 0.45
H 4.5423 -2.0953 2.9275 0.36
H 0.5714 7.9704 6.9198 0.38
H 0.8134 -7.2353 -8.0068 0.36
C 9.9595 4.0100 -4.4449 -0.65
H -6.9940 -4.4064 1.7937 0.56
C 1.5355 -6.5019 -7.6478 -0.63
H -9.2972 2.3110 -6.8682 0.33
C 7.3408 4.7577 -1.7322 -0.61
H -4.6150 6.0622 2.5833 0.35
F 5.1627 -0.1509 -3.4986 -0.37
H 9.7278 4.4029 -0.4251 0.32
C -6.9088 -6.5033 1.6947 -0.18
F 0.4717 2.6941 3.3735 -0.39
C -6.1127 -9.8280 6.5794 -1.24
C -9.8087 4.8804 -10.1846 -1.33
H -3.0342 -1.5643 -0.4596 0.43
H -7.9557 5.5082 -8.2735 0.53
H 0.8118 -1.1815 -2.4396 0.42
H 8.7411 -4.5208 1.7651 0.29
F -1.7510 1.9645 -10.6983 -0.36
F 2.6627 1.7505 2.8714 -0.38
H 8.0683 -3.3392 3.7058 0.41
H -1.3297 -3.5511 -7.1979 0.38
C -9.2160 -1.1163 6.2729 -1.19
F -8.5654 -0.4242 0.1946 -0.39
H -8.7032 -8.2100 0.2412 0.32
N -7.9636 4.0514 -6.7797 0.18
H 7.5296 5.3092 -0.8112 0.41
F 5.1042 -2.4235 -2.9683 -0.33
C 6.8635 3.9514 7.8761 -0.63
C 6.4224 5.4358 -2.7046 -0.22
F -6.1999 1.7996 -0.5961 -0.41
H -0.2441 1.8494 -0.4946 0.65
H -4.0343 7.6019 6.2293 0.37
C -1.0423 -0.6711 -0.3586 -0.61
H -8.5847 -7.3128 -1.3212 0.36
C 0.1669 7.1229 7.4731 -0.24
C 5.9903 6.2412 3.6388 -0.38
C -7.5832 -5.2178 2.2210 -1.26
H 8.8924 5.2557 6.2565 0.44
H -7.7940 -9.4348 5.2675 0.35
H -8.8002 -1.0185 5.2701 0.31
H -8.6453 -6.4181 5.6380 0.62
C -3.6579 -4.3458 4.2929 -0.57
H 6.3728 -5.0514 1.7041 0.28
H -2.5628 -6.0379 3.6974 0.34
C -8.0209 -6.7387 4.8041 -1.43
H -4.3157 3.6004 4.0223 0.41
H 6.4685 3.7485 5.5710 0.47
F -0.6591 1.1200 -8.7968 -0.37
H 10.8473 3.5698 -3.9908 0.28
H -1.4987 5.7547 7.3738 0.35
H 8.3279 -6.3451 0.0194 0.39
C 7.2208 5.3102 8.5349 -0.57
C 8.1805 -4.3102 0.8543 -0.43
H 10.0119 3.6593 -5.4756 0.44
H -10.0499 -2.6816 7.5451 0.40
C -1.3510 6.7364 5.4560 -0.97
C -7.2606 -8.8855 6.0433 -0.64
P -2.1437 1.7537 -9.1425 1.20
H 6.0446 -3.8501 0.4196 0.56
C -3.8090 5.4442 2.9789 -0.64
F -1.4323 3.1913 -8.6904 -0.38
H 8.2832 5.4712 8.7177 0.32
P 1.7609 2.0889 4.2192 1.29
C 0.1836 -4.4682 -8.4492 -0.74
H 4.1151 -3.5066 4.3432 0.35
C -4.9203 -5.1819 4.1081 -0.39
C -8.9920 -3.7067 6.0669 -0.60
C -6.1350 -4.4354 4.6527 -1.33
H -9.9069 -4.3163 4.0950 0.59
H 5.8493 6.7827 7.7721 0.36
H 6.7597 -2.2647 4.1633 0.45
C 9.5839 3.7653 -1.2973 -1.10
F 1.0890 0.5586 4.1867 -0.39
H -8.0141 -8.7069 6.8104 0.42
C 5.9170 6.5256 5.1484 -0.91
H 6.2963 -1.2590 0.6706 0.40
C 9.9859 5.5613 -4.2226 -0.75
H -7.8932 2.2275 -5.6482 0.47
C 0.7034 -0.1203 -2.2156 -1.08
H 3.7336 -6.4536 -9.4489 0.36
H 0.2393 -3.8177 -6.3464 0.31
C 9.4155 5.8526 -2.8842 -0.26
H -1.8545 -4.5376 3.0394 0.22
C 6.6989 -4.1157 1.2499 -0.90
C -8.5682 -7.2383 -0.2338 -1.14
H -8.2760 4.5011 -3.8409 0.32
C -1.9124 -1.8468 -2.2383 -0.64
H 5.4024 -7.2253 -5.2652 0.41
H -8.8511 -2.9264 4.0065 0.51
H -6.0585 5.0698 -7.0775 0.31
H 1.0573 7.9833 9.3675 0.39
H 4.9700 8.0916 3.2320 0.30
H -8.1216 6.2190 -4.3300 0.34
H 5.5514 -7.9554 -6.9145 0.33
C 8.7802 3.5716 -3.6402 -0.56
H -3.4935 4.8750 2.1044 0.36
H 7.1210 3.7308 -1.4403 0.46
H 1.4420 -6.4061 -6.5661 0.44
H -1.1208 7.6465 4.9021 0.46
C 8.3254 5.9387 5.6240 -0.99
C -4.2842 4.6778 4.1849 -0.73
H 7.7889 3.4003 7.7082 0.30
H -0.2244 4.2621 -1.1944 0.35
C -2.0148 -1.8062 -0.7601 -0.41
H -8.0683 -3.6747 6.6446 0.42
C 0.1310 7.5871 8.9515 -1.44
C 3.4915 -7.4306 -9.0307 -1.11
H -5.6962 -9.6129 7.5635 0.32
C 8.4050 -5.2926 -0.2535 -0.41
H -9.2383 4.5649 -11.0582 0.35
H -0.4886 4.7628 -2.8350 0.38
H -3.7374 -4.2031 5.3706 0.27
H -2.4001 4.3980 5.0664 0.34
F 6.2645 -2.8471 -4.9682 -0.38
H 6.4596 -5.2622 3.9965 0.32
H -9.4285 -4.5843 6.5437 0.27
N 8.7555 4.5086 -2.4142 0.16
H -0.0952 -1.0203 0.0529 0.36
H 0.0133 2.4448 -3.1308 0.29
H 5.2083 4.4922 6.4508 0.35
H 10.0966 6.2197 -2.1164 0.38
H 6.3605 6.5076 -2.5158 0.33
F 1.1131 -5.9403 -2.3415 -0.34
H -7.6396 1.9985 -7.3665 0.40
F 1.5211 -5.0476 -0.2541 -0.36
H -6.1510 4.0318 -4.3505 0.24
H -3.5533 5.0816 6.3041 0.49
C -1.8115 -0.4194 -2.7023 -0.75
H -9.3978 -6.6707 0.1877 0.29
H -5.2424 -9.6724 5.9419 0.34
H 9.3626 6.0027 -5.0004 0.36
H -0.4687 8.4676 9.1824 0.37
H -5.7751 5.6850 -4.7859 0.38
C 3.8063 -8.5753 -5.7286 -0.62
H 3.3896 -6.0472 -5.9474 0.45
C -0.8773 4.1096 -2.0538 -1.43
H -0.1751 6.7289 9.5497 0.35
H -0.4325 -5.1491 -9.0364 0.30
C 5.0510 4.9233 -2.5670 -1.64
H 1.9856 -5.2973 -9.3579 0.40
C 6.9917 -3.1864 3.6297 -0.60
H -5.9942 3.3797 -6.4349 0.39
H 8.5195 -3.3569 0.4489 0.22
F -6.4880 -0.0295 0.9203 -0.37
C 3.9835 -6.4837 -6.7504 -0.73
H -9.9781 -0.3379 6.3111 0.35
H -4.9374 -5.4771 3.0589 0.25
C 3.5531 6.7253 2.8722 -1.21
C -7.9250 5.1851 -4.6136 -0.58
F -8.3400 1.3520 -1.3529 -0.38
P 1.5207 -6.5390 -0.9011 1.24
C 4.9421 -3.0315 2.5380 -1.01
H -9.5895 3.0573 -8.9857 0.35
C -1.2402 6.7580 7.0352 -0.52
C -9.0079 -3.8732 4.5234 -0.78
F 2.9867 1.3858 5.0872 -0.38
C -9.8633 -2.5376 6.4809 -0.70
H 6.6768 5.4055 9.4746 0.37
H -2.8337 -2.3298 -2.5641 0.45
H -4.6645 -6.1477 4.5438 0.17
C -8.2192 4.4507 -8.2910 -1.15
C -0.8544 2.6194 -2.4946 -0.16
F -2.6391 1.4135 -7.6388 -0.35
H 6.9490 6.6142 3.2784 0.46
C -9.6492 4.1348 -8.8322 -0.26
H 4.2947 -8.1676 -9.0327 0.43
H -9.0840 5.9095 -6.3306 0.41
H -8.6772 -7.2134 4.0746 0.69
C 1.5616 -5.1570 -8.3636 -0.56
C -0.9436 1.6363 -1.3030 -1.03
H 10.6041 -5.2214 -0.2743 0.32
F -2.8099 0.2764 -9.6047 -0.38
H -1.6495 -2.7361 -0.3242 0.29
H 10.9295 6.0916 -4.3515 0.38
C 4.8753 -7.5462 -6.1637 -0.68
H 5.8988 5.1908 3.3623 0.36
H 8.6807 6.9577 5.7775 0.29
F 2.4348 3.5725 4.3405 -0.38
H 0.8223 6.2525 7.4416 0.28
H 9.8109 -3.9555 -1.3097 0.33
C -0.4656 -4.2052 -7.0819 -1.19
H 7.8730 3.7177 -4.2265 0.34
H -0.7454 5.8969 5.1143 0.37
H 3.0120 7.4471 2.2604 0.41
H 0.9937 0.4025 -3.1270 0.29
C -3.2725 5.0245 5.2524 -0.47
C 6.8667 6.4433 7.5777 -0.63
H -1.5494 -5.0723 4.6877 0.35
H 3.1056 6.7702 3.8650 0.28
F 6.2868 -0.6324 -5.4107 -0.39
H 8.6162 6.5605 -3.1037 0.18
H -10.7562 -2.6490 5.8657 0.32
H -1.7920 4.5341 -1.6397 0.36
P 5.6590 -1.5505 -4.1975 1.22
H -1.7445 2.6091 -3.1237 0.31
F -8.0622 1.6675 0.7727 -0.35
H 4.3611 5.4905 -3.1918 0.41
H -6.4087 -7.6096 0.2045 0.36
H -1.6731 5.8704 3.1349 0.41
H 7.6497 -5.0649 -1.0057 0.36
H -6.1485 -7.9738 4.5385 0.27
F 3.1618 -6.4594 -1.1993 -0.37
H 3.2862 -8.2203 -4.8389 0.35
H 9.0614 2.8411 -1.0502 0.42
F 1.4362 -8.0854 -1.5286 -0.39
F 7.0369 -1.3898 -3.2945 -0.40
H -6.1463 -3.3718 4.4144 0.61
H -4.5165 7.4271 4.5119 0.49
H 7.5753 7.2650 7.6820 0.40
H 1.3037 0.1807 -1.3571 0.33
C 6.7223 -1.5920 1.6170 -1.18
H 4.3578 -3.0840 1.6193 0.62
C 2.8732 -8.6351 -6.9121 -0.43
N -2.7807 6.4039 4.9459 0.11
N -0.7319 0.1446 -1.6728 0.39
H -2.0368 7.4598 7.2818 0.37
C -3.6914 7.6288 5.1950 -0.98
C -8.2538 2.5219 -6.6338 -1.06
H -7.4279 -7.2828 2.2525 0.20
H 4.2650 -9.5325 -5.4806 0.34
H 10.5624 3.6362 -1.7599 0.46
P -7.3969 0.6588 -0.2429 1.26
C -2.3135 -4.9991 3.9138 -1.21
H -6.1673 -4.4366 5.7422 0.70
H 6.2351 7.5646 5.2346 0.39
N 2.9339 -7.2436 -7.6307 0.27
H 1.8339 -8.8119 -6.6348 0.30
```